The molecule C5H9Cl in a non-equilibrium geometry. Source: OMol25; level of theory: the ωB97M-V functional and the def2-TZVPD basis.

```
15
Properties=species:S:1:pos:R:3:forces:R:3
C -1.45315 -0.95801 -0.96689 0.5 1.9 -0.5
C -0.28724 -0.33920 -0.09413 1.0 -0.8 -3.0
C 0.59448 -1.40059 0.45368 1.0 -0.5 1.7
C -0.00431 0.96511 -0.13332 -1.9 1.1 -1.4
C 0.84580 1.81564 0.74458 0.4 -1.3 0.7
Cl 2.12673 2.71459 -0.06285 1.1 0.2 -0.9
H -1.37018 -2.02081 -1.31174 0.0 0.9 1.1
H -1.55537 -0.37904 -1.93547 0.1 -0.4 1.1
H -2.33360 -0.68527 -0.36728 -0.2 -0.9 -0.5
H 1.69422 -1.19770 0.66116 -1.5 0.4 -0.2
H 0.62877 -2.32935 -0.15260 -0.5 0.6 0.4
H 0.07555 -1.54712 1.41452 0.7 -1.1 0.1
H -0.61637 1.53404 -0.89791 0.5 -0.4 1.1
H 1.33926 1.15303 1.50144 -0.5 0.9 -0.3
H 0.31540 2.67467 1.14682 -0.5 -0.7 0.6
```
Positions in Å, forces in eV/Å.

Summary:
LUMO level: 0.0334 hartree
Molar mass: 104.6 g mol⁻¹
Structure (SMILES): CC(C)=CCCl
Gap between HOMO and LUMO: 0.3695 Ha
Highest occupied orbital energy: -9.1449 eV
Energy relative to the best compared isomer or geometry (same formula, charge and spin): 29.7 kcal/mol
Calculated total energy: -656.05047 Eh

=====

C5H9ClIN2O2 as an isolated structure in a non-equilibrium geometry. Source: OMol25; level of theory: the ωB97M-V functional and the def2-TZVPD basis.

```
20
Properties=species:S:1:pos:R:3:forces:R:3
Cl 1.78513 -3.66630 1.39314 -0.7 1.3 -0.2
C 1.19180 -2.69437 -0.01053 0.3 -2.4 -1.3
I 2.62232 -3.15253 -1.59194 0.2 0.4 0.1
C -0.20272 -3.17006 -0.56934 -0.2 2.8 -0.5
C -1.05367 -1.85795 -0.29149 -0.5 -0.1 1.7
C -0.06283 -0.69950 0.00730 -0.6 -2.0 -0.7
N 1.11154 -1.24295 0.14535 -0.4 0.7 0.7
H -0.10351 -3.21335 -1.67541 -0.2 -0.6 0.9
H -0.68459 -4.05727 -0.12019 0.7 0.5 -0.2
H -1.91770 -1.63886 -0.95947 1.0 0.0 0.3
H -1.51186 -2.08464 0.71489 0.1 0.7 -0.7
H -0.32461 0.39703 0.09277 0.6 -1.2 0.1
H 1.96936 -0.74170 0.38202 -0.3 0.1 0.0
C -0.45415 4.59734 0.16278 0.1 0.3 0.0
N -0.32984 3.18367 0.60128 0.1 0.4 0.0
O 0.72231 2.83221 1.08612 0.1 -0.3 -0.1
O -1.29971 2.46615 0.44308 0.0 -0.4 -0.1
H 0.48199 5.10753 0.36608 0.0 -0.1 0.0
H -0.66951 4.59131 -0.90313 -0.1 0.0 0.1
H -1.26974 5.04425 0.72668 -0.1 -0.1 -0.1
```
Positions in Å, forces in eV/Å.

Summary:
LUMO level: -0.1804 hartree
Molar mass: 291.5 g mol⁻¹
Gap between HOMO and LUMO: 0.3096 Ha
Highest occupied orbital energy: -13.3328 eV
Net charge: +1
Calculated total energy: -1213.41975 Eh

=====

The molecule C5H9ClN2 in a non-equilibrium geometry. Source: OMol25; level of theory: the ωB97M-V functional and the def2-TZVPD basis.

```
17
Properties=species:S:1:pos:R:3:forces:R:3
C 2.65771 -1.21324 -0.34424 2.1 -1.6 -1.0
N 1.34684 -0.81687 -0.33566 -3.2 2.0 0.9
C 1.17117 0.39822 -0.02435 -1.5 0.9 -0.4
N -0.03051 1.15638 -0.00219 -0.7 -3.3 0.8
C -1.39778 0.63097 0.05552 2.2 -0.1 0.2
C -1.55872 -0.66696 0.83084 0.6 -0.8 0.8
C -2.33176 1.35930 -0.52452 -1.7 0.8 -1.4
Cl -4.02820 0.80863 -0.55156 0.7 0.3 0.2
H 3.36308 -0.38749 -0.23921 0.4 0.0 0.0
H 2.76401 -1.70296 -1.32483 0.7 0.1 0.2
H 2.86249 -1.98258 0.39626 0.1 -0.1 0.2
H 1.99210 1.06710 0.22359 0.4 0.0 -0.1
H 0.07525 2.09551 -0.24835 0.1 1.4 -0.2
H -0.84910 -1.45936 0.42136 -1.2 1.0 0.2
H -2.61776 -1.03088 0.93540 1.2 0.5 -0.5
H -1.18289 -0.55188 1.89338 -0.4 0.3 -1.1
H -2.23594 2.29610 -1.16142 0.3 -1.5 1.2
```
Positions in Å, forces in eV/Å.

Summary:
LUMO level: 0.0324 hartree
Molar mass: 132.6 g mol⁻¹
Structure (SMILES): C/N=C/N/C(C)=C/Cl
Gap between HOMO and LUMO: 0.3416 Ha
Highest occupied orbital energy: -8.4148 eV
Energy relative to the best compared isomer or geometry (same formula, charge and spin): 38.9 kcal/mol
Calculated total energy: -765.56810 Eh

=====

An isolated ion of composition C5H9ClN3 and charge +1 in a non-equilibrium geometry. Source: OMol25; level of theory: the ωB97M-V functional and the def2-TZVPD basis.

```
18
Properties=species:S:1:pos:R:3:forces:R:3
C 0.94152 0.12094 -0.57728 -0.8 0.2 0.7
C 0.11510 -1.17371 -0.57504 -2.5 1.1 -1.1
C -0.84618 1.68621 -0.02971 2.5 0.4 -2.9
C -0.60344 -1.18359 0.74821 0.6 1.7 -0.1
C 2.35590 -0.08015 -0.79762 0.1 1.1 -0.7
N 0.54883 1.30308 -0.30805 -0.5 -0.3 -0.2
N -2.34164 0.90439 1.60003 -1.7 2.0 -0.2
N -1.45716 0.82219 0.80944 -0.8 -6.6 2.0
Cl -2.00774 -2.05900 1.12508 0.9 0.2 -0.1
H -0.53420 -1.20212 -1.49135 -0.2 0.5 0.9
H 0.60567 -2.09633 -0.80360 1.2 -0.5 0.7
H -0.80813 2.67239 0.28209 -0.2 2.1 1.0
H -1.42838 1.68203 -0.96833 0.0 -0.2 0.2
H 0.18100 -0.97321 1.54232 -1.6 -0.5 -0.3
H 2.47146 -0.68313 -1.65841 0.6 -0.3 -1.3
H 2.79833 -0.62333 -0.04388 0.7 -1.7 2.1
H 2.88145 0.85045 -0.74520 0.3 0.6 -0.8
H -2.87238 0.03291 1.89131 1.5 0.1 -0.1
```
Positions in Å, forces in eV/Å.

Summary:
LUMO level: -0.1957 hartree
Molar mass: 146.6 g mol⁻¹
Gap between HOMO and LUMO: 0.3236 Ha
Highest occupied orbital energy: -14.1305 eV
Net charge: +1
Energy relative to the best compared isomer or geometry (same formula, charge and spin): 115.3 kcal/mol
Calculated total energy: -819.96238 Eh

=====

An isolated ion of composition C5H9ClN3O2 and charge +1 in a non-equilibrium geometry. Source: OMol25; level of theory: the ωB97M-V functional and the def2-TZVPD basis.

```
20
Properties=species:S:1:pos:R:3:forces:R:3
C -1.29505 -0.21926 1.79093 -3.1 0.4 0.2
N -0.60830 0.41883 0.73294 -0.7 -0.4 -0.9
C -0.80258 1.81278 0.39056 0.1 -0.2 1.8
C 0.08579 1.94955 -0.91210 -0.9 4.0 2.8
N 0.41288 0.63874 -1.15346 0.4 -2.1 -1.1
C 0.00912 -0.18121 -0.21569 1.0 -2.7 -0.6
C 0.27691 -1.65307 -0.27266 -3.6 1.5 0.7
Cl -0.93094 -2.84792 -0.04096 -0.2 0.3 0.0
N 1.35142 -2.13353 -0.72774 4.2 -0.5 -0.6
O 1.66854 -3.28177 -0.87425 0.0 -0.8 -0.4
O 2.34156 -1.16892 -0.91325 3.1 -0.7 -1.8
H -2.33334 0.28395 2.03938 2.1 -1.0 -0.8
H -1.41054 -1.26800 1.56554 -0.4 0.0 0.2
H -0.68191 -0.12389 2.60566 1.2 0.1 2.6
H -0.57374 2.25866 1.39639 0.2 0.9 -1.5
H -1.87354 1.90421 0.24913 -0.2 0.5 -0.4
H -0.66034 2.35077 -1.62330 1.3 0.3 -0.2
H 1.02953 2.54692 -0.61632 -1.7 -0.4 -1.2
H 0.78278 0.32684 -2.01840 0.5 -0.3 -0.5
H 3.21174 -1.61369 -1.40240 -3.5 0.9 1.8
```
Positions in Å, forces in eV/Å.

Summary:
LUMO level: -0.1477 hartree
Molar mass: 178.6 g mol⁻¹
Structure (SMILES): CN1CCN/C1=C(/Cl)[N+](=O)O
Gap between HOMO and LUMO: 0.3475 Ha
Highest occupied orbital energy: -13.4745 eV
Net charge: +1
Energy relative to the best compared isomer or geometry (same formula, charge and spin): 85.3 kcal/mol
Calculated total energy: -970.45160 Eh

=====

The molecule C5H9ClOS in a non-equilibrium geometry. Source: OMol25; level of theory: the ωB97M-V functional and the def2-TZVPD basis.

```
17
Properties=species:S:1:pos:R:3:forces:R:3
C -1.71622 1.12749 0.92116 0.5 1.1 0.0
C -1.53835 0.42601 -0.40668 0.5 -0.3 -0.7
Cl -2.98471 -0.59522 -0.69422 -0.1 -0.2 -0.2
C -0.29758 -0.48968 -0.50826 0.3 -0.1 0.1
C 1.05299 0.19253 -0.30726 -0.3 1.6 -1.5
S 1.38660 1.72384 -0.85656 -0.3 -1.5 0.7
C 2.10721 -0.68118 0.30167 0.3 0.6 1.0
O 2.12336 -1.97164 -0.29422 0.1 0.8 0.7
H -2.61100 1.76128 0.92543 0.1 -0.2 -0.2
H -0.85668 1.81610 1.05989 -0.4 -0.4 0.1
H -1.80476 0.46736 1.78525 0.2 -0.2 -0.2
H -1.48396 1.11475 -1.25362 -0.2 0.2 0.3
H -0.23867 -1.05782 -1.50632 -0.3 0.7 1.6
H -0.36529 -1.18157 0.33483 -0.1 -0.5 -0.4
H 3.08291 -0.14541 0.33728 -0.4 -0.5 -0.4
H 1.82338 -0.79227 1.34499 -0.1 -0.3 0.3
H 2.32079 -1.71458 -1.18335 0.3 -0.6 -1.3
```
Positions in Å, forces in eV/Å.

Summary:
LUMO level: -0.0244 hartree
Molar mass: 152.6 g mol⁻¹
Structure (SMILES): C[C@H](Cl)CC(=S)CO
Gap between HOMO and LUMO: 0.3089 Ha
Highest occupied orbital energy: -9.0712 eV
Energy relative to the best compared isomer or geometry (same formula, charge and spin): 2.2 kcal/mol
Calculated total energy: -1129.50302 Eh

=====

The molecule C5H9ClS in a non-equilibrium geometry. Source: OMol25; level of theory: the ωB97M-V functional and the def2-TZVPD basis.

```
16
Properties=species:S:1:pos:R:3:forces:R:3
C -1.94414 -0.46092 -0.62572 -0.7 1.7 1.3
C -0.54066 0.15729 -0.52791 -1.7 1.3 1.3
C 0.49790 -0.87643 -0.62332 0.6 0.6 -1.6
S -0.37360 1.81969 -1.33283 -0.3 -0.3 -0.4
C -0.33744 1.33444 0.37364 2.7 0.1 1.3
C 1.13702 1.73486 1.11478 -3.4 -3.7 0.3
Cl -1.59277 1.71590 1.54388 -0.6 0.1 -0.1
H -2.77870 0.36744 -0.83801 1.9 -2.2 0.1
H -2.17967 -0.95018 0.38025 0.2 0.5 -1.4
H -1.71590 -1.22307 -1.36737 -1.4 -0.1 -0.3
H 0.14107 -1.54105 -1.45651 1.5 0.6 0.3
H 0.54506 -1.48912 0.23242 -0.2 -0.7 1.3
H 1.44443 -0.30887 -0.64839 0.0 -1.0 -0.9
H 1.52074 2.39137 0.44532 1.7 1.9 -1.6
H 1.77939 0.84911 1.33279 -0.5 0.7 -0.4
H 0.81832 2.16650 2.03583 0.2 0.5 0.6
```
Positions in Å, forces in eV/Å.

Summary:
LUMO level: 0.0291 hartree
Molar mass: 136.6 g mol⁻¹
Structure (SMILES): CC1(C)S[C@@]1(C)Cl
Gap between HOMO and LUMO: 0.3610 Ha
Highest occupied orbital energy: -9.0302 eV
Energy relative to the best compared isomer or geometry (same formula, charge and spin): 25.6 kcal/mol
Calculated total energy: -1054.23117 Eh